{"formula": "C9H17N5O", "method": "wB97M-V/def2-TZVPD", "homo_lumo_gap_ev": 7.644, "symbols": ["C", "C", "C", "C", "C", "C", "C", "C", "C", "N", "N", "N", "N", "N", "O", "H", "H", "H", "H", "H", "H", "H", "H", "H", "H", "H", "H", "H", "H", "H", "H", "H"], "coordinates": [[2.866, -1.816, -0.154], [0.850, -0.332, -0.217], [1.489, -1.566, 0.422], [-2.939, 0.487, 0.205], [-2.295, -0.806, 0.699], [-1.868, 1.455, -0.291], [-1.393, -1.395, -0.391], [-0.988, 0.762, -1.331], [2.645, 1.240, 0.108], [1.459, 0.793, -0.337], [-0.381, -0.430, -0.765], [3.713, -0.923, 0.129], [2.742, 1.633, 1.409], [3.668, 1.586, -0.705], [4.872, -0.657, -0.396], [3.013, -2.696, -0.791], [0.880, -2.452, 0.276], [1.570, -1.369, 1.494], [-3.625, 0.257, -0.614], [-3.516, 0.945, 1.009], [-1.693, -0.602, 1.586], [-3.062, -1.534, 0.970], [-2.329, 2.339, -0.731], [-1.240, 1.778, 0.542], [-0.952, -2.328, -0.047], [-1.990, -1.618, -1.282], [-1.595, 0.452, -2.186], [-0.194, 1.428, -1.666], [2.167, 1.153, 2.080], [3.668, 1.886, 1.714], [3.427, 1.503, -1.685], [4.494, 0.872, -0.546]], "mulliken_charge": [-0.434, 0.568, -0.447, -0.727, -0.543, -0.535, -0.852, -0.861, 0.260, -0.426, 0.007, 0.091, -0.379, -0.697, -0.782, 0.431, 0.297, 0.267, 0.304, 0.354, 0.275, 0.416, 0.352, 0.301, 0.329, 0.389, 0.407, 0.410, 0.239, 0.263, 0.299, 0.426]}


{"formula": "C9H17NS2", "method": "wB97M-V/def2-TZVPD", "homo_lumo_gap_ev": 8.645, "symbols": ["C", "C", "C", "C", "C", "C", "C", "C", "C", "H", "H", "H", "H", "H", "H", "H", "H", "H", "H", "H", "H", "H", "H", "H", "H", "H", "N", "S", "S"], "coordinates": [[-0.959, 2.162, 0.822], [-1.976, 0.641, -0.949], [-2.653, -0.686, -0.131], [-1.675, -1.877, -0.255], [-0.234, -1.426, -0.309], [0.039, -0.091, 0.338], [1.581, 0.371, 0.156], [2.253, 0.320, -1.121], [2.549, -0.187, 1.317], [0.076, 2.521, 1.075], [-1.466, 2.942, 0.325], [-1.590, 1.762, 1.501], [-1.873, 0.399, -2.134], [-2.770, 1.382, -0.698], [-2.793, -0.502, 0.839], [-3.637, -1.067, -0.374], [-1.769, -2.360, -1.338], [-1.842, -2.679, 0.538], [0.374, -1.992, 0.414], [0.476, -1.546, -1.298], [-0.556, -0.158, 1.426], [1.513, 1.528, 0.356], [1.880, 1.019, -2.073], [2.194, -0.831, -1.502], [2.107, -1.084, 1.937], [3.263, 0.711, 2.007], [-0.751, 1.023, -0.335], [4.216, 0.552, -0.909], [4.024, -0.852, 0.374]], "mulliken_charge": [-1.194, -0.544, -0.957, -0.370, -0.603, 0.176, 0.627, -1.090, -0.648, 0.289, 0.430, 0.527, 0.259, 0.328, 0.444, 0.440, 0.237, 0.275, 0.312, 0.129, 0.195, -0.224, 0.325, 0.309, 0.331, 0.287, -0.092, -0.087, -0.114]}


{"formula": "C9H17O3PS", "method": "wB97M-V/def2-TZVPD", "homo_lumo_gap_ev": 9.346, "smiles": "C/C=C(\\OP(=S)(CC)CC)C(=O)OC", "symbols": ["C", "C", "C", "C", "C", "C", "C", "C", "C", "O", "O", "O", "P", "S", "H", "H", "H", "H", "H", "H", "H", "H", "H", "H", "H", "H", "H", "H", "H", "H", "H"], "coordinates": [[0.780, -3.261, 0.320], [1.047, -2.022, -0.066], [2.442, -1.519, -0.454], [-0.635, -3.647, 0.426], [-2.701, 0.111, 0.760], [-0.032, 3.034, -0.322], [3.546, 0.280, -1.432], [-1.336, 0.626, 1.384], [0.086, 1.667, -0.873], [3.452, -2.202, -0.587], [0.075, -1.141, -0.320], [2.354, -0.236, -0.827], [0.252, 0.468, 0.550], [1.727, 0.656, 1.825], [1.432, -4.058, 0.681], [-1.134, -3.128, 1.139], [-0.631, -4.744, 0.390], [-1.305, -3.358, -0.333], [-2.727, 0.570, -0.207], [-2.627, -0.895, 0.475], [-3.616, 0.264, 1.306], [-0.271, 3.712, -1.249], [-0.956, 3.283, 0.166], [0.916, 3.222, 0.130], [3.150, 1.006, -2.195], [4.024, -0.444, -2.019], [4.214, 0.780, -0.738], [-1.145, 0.227, 2.371], [-1.421, 1.801, 1.444], [0.919, 1.565, -1.406], [-0.701, 1.291, -1.481]], "mulliken_charge": [-0.043, 0.288, 0.430, -1.349, -1.149, -1.193, -0.939, -0.474, -0.649, -0.626, -0.598, -0.150, 0.788, -0.383, 0.427, 0.344, 0.342, 0.408, 0.326, 0.250, 0.390, 0.333, 0.374, 0.334, 0.280, 0.438, 0.268, 0.434, 0.294, 0.323, 0.481]}


{"formula": "C9H17O5P", "method": "wB97M-V/def2-TZVPD", "homo_lumo_gap_ev": 10.640, "smiles": "CC(=O)O[P@]1(=O)OCC(C)(C)C[C@]1(C)O", "symbols": ["O", "O", "O", "O", "O", "C", "C", "C", "C", "C", "C", "C", "C", "C", "P", "H", "H", "H", "H", "H", "H", "H", "H", "H", "H", "H", "H", "H", "H", "H", "H", "H"], "coordinates": [[0.093, -0.013, -3.467], [2.158, 0.281, -1.127], [-1.606, 0.780, -1.523], [0.690, -1.586, -1.956], [1.132, -1.359, 0.606], [0.605, -1.084, -3.184], [0.912, -1.949, -4.344], [-0.228, 1.323, 2.909], [-0.976, -1.085, 2.856], [-0.067, 2.117, -0.485], [1.118, -0.426, 1.705], [-1.252, 0.259, 0.771], [-0.330, 0.056, 2.046], [-0.562, 0.700, -0.549], [0.928, -0.516, -0.789], [-1.259, 0.881, -2.432], [1.542, -1.448, -5.054], [-0.003, -2.231, -4.875], [1.392, -2.916, -3.993], [-1.209, 1.613, 3.331], [0.159, 2.165, 2.309], [0.442, 1.187, 3.771], [-0.991, -2.054, 2.337], [-0.377, -1.232, 3.766], [-2.003, -0.822, 3.104], [0.790, 2.203, 0.161], [0.198, 2.481, -1.510], [-0.830, 2.795, -0.031], [1.721, 0.453, 1.431], [1.585, -0.875, 2.594], [-2.022, 0.982, 1.037], [-1.751, -0.681, 0.582]], "mulliken_charge": [-0.559, -0.777, -0.636, -0.389, -0.518, 0.771, -1.126, -1.679, -1.975, -1.511, -1.182, -2.136, 2.321, 1.711, 1.099, 0.471, 0.333, 0.295, 0.293, 0.387, 0.354, 0.386, 0.412, 0.469, 0.411, 0.345, 0.339, 0.340, 0.458, 0.490, 0.470, 0.335]}


{"formula": "C9H18BN2", "method": "wB97M-V/def2-TZVPD", "charge": 1, "homo_lumo_gap_ev": 10.620, "smiles": "CCB1N[C@@]2(C)C[N@@H+]1CC21CC1", "symbols": ["B", "C", "C", "C", "C", "C", "C", "C", "C", "C", "N", "N", "H", "H", "H", "H", "H", "H", "H", "H", "H", "H", "H", "H", "H", "H", "H", "H", "H", "H"], "coordinates": [[-1.246, -0.245, -0.233], [-2.656, 0.459, -0.259], [-3.601, 0.251, 0.917], [2.785, 1.127, 0.020], [1.645, 1.720, 0.715], [0.535, 0.798, -1.460], [0.540, -1.510, -1.183], [1.430, 0.547, -0.266], [1.137, -0.918, 0.102], [1.893, -1.716, 1.080], [-0.448, -0.688, 0.752], [-0.397, -0.396, -1.503], [-2.302, 1.463, -0.322], [-3.127, 0.193, -1.172], [-3.400, -0.708, 1.321], [-4.700, 0.206, 0.480], [3.133, 1.648, -0.771], [3.380, 0.482, 0.577], [1.302, 1.404, 1.696], [1.184, 2.652, 0.511], [-0.012, 1.777, -1.264], [0.988, 0.874, -2.398], [1.400, -1.549, -1.940], [-0.031, -2.440, -1.004], [1.219, -2.495, 1.473], [2.345, -1.090, 1.816], [2.760, -2.025, 0.620], [-0.577, -0.479, 1.789], [-3.539, 0.936, 1.835], [-0.801, -0.547, -2.412]], "mulliken_charge": [0.132, -0.381, -1.049, -0.769, -0.968, -0.982, -0.583, 0.889, 0.912, -1.932, -0.369, -0.059, 0.319, 0.376, 0.277, 0.286, 0.343, 0.264, 0.277, 0.286, 0.370, 0.384, 0.332, 0.411, 0.404, 0.425, 0.499, 0.275, 0.300, 0.331]}


{"formula": "C9H18BrFO3Ti", "method": "wB97M-V/def2-TZVPD", "homo_lumo_gap_ev": [5.149, 4.609], "multiplicity": 5, "s_squared": 6.010, "symbols": ["Ti", "F", "Br", "C", "C", "O", "C", "H", "H", "H", "H", "H", "H", "C", "C", "O", "C", "H", "H", "H", "H", "H", "H", "C", "C", "O", "C", "H", "H", "H", "H", "H", "H"], "coordinates": [[-32.292, 28.077, -21.321], [-30.699, 28.766, -22.904], [-32.534, 30.579, -19.979], [-31.504, 25.426, -23.425], [-31.218, 25.859, -24.813], [-31.989, 26.505, -25.451], [-29.873, 25.438, -25.400], [-31.102, 26.090, -22.659], [-31.065, 24.453, -23.207], [-32.580, 25.260, -23.371], [-30.007, 24.432, -25.797], [-29.119, 25.509, -24.615], [-29.573, 26.110, -26.204], [-36.088, 29.615, -20.766], [-35.968, 28.151, -20.769], [-34.984, 27.528, -21.184], [-37.296, 27.447, -20.422], [-35.499, 30.005, -19.936], [-37.077, 30.073, -20.809], [-35.562, 30.075, -21.603], [-38.115, 28.049, -20.814], [-37.454, 27.504, -19.345], [-37.329, 26.386, -20.669], [-32.040, 23.946, -19.537], [-31.251, 25.161, -19.817], [-31.781, 26.263, -20.022], [-29.767, 25.011, -19.958], [-32.819, 24.141, -18.799], [-31.464, 23.073, -19.230], [-32.403, 23.538, -20.480], [-29.260, 24.744, -19.030], [-29.338, 25.996, -20.139], [-29.473, 24.449, -20.844]], "mulliken_charge": [0.840, -0.801, -0.026, -0.575, 0.655, -0.547, -1.128, -0.108, 0.353, 0.376, 0.299, 0.325, 0.324, -1.033, 0.837, -0.440, -1.144, 0.163, 0.337, 0.351, 0.333, 0.330, 0.315, -1.077, 0.811, -0.548, -1.186, 0.303, 0.368, 0.262, 0.407, 0.341, 0.284]}


{"formula": "C9H18Cl18", "method": "wB97M-V/def2-TZVPD", "homo_lumo_gap_ev": 10.979, "smiles": "ClCCl.ClCCl.ClCCl.ClCCl.ClCCl.ClCCl.ClCCl.ClCCl.ClCCl", "symbols": ["C", "Cl", "Cl", "H", "H", "C", "Cl", "Cl", "H", "H", "C", "Cl", "Cl", "H", "H", "C", "Cl", "Cl", "H", "H", "C", "Cl", "Cl", "H", "H", "C", "Cl", "Cl", "H", "H", "C", "Cl", "Cl", "H", "H", "C", "Cl", "Cl", "H", "H", "C", "Cl", "Cl", "H", "H"], "coordinates": [[4.095, 3.009, -4.550], [2.659, 3.330, -3.494], [5.198, 1.697, -3.889], [3.811, 2.820, -5.585], [4.665, 3.933, -4.452], [-0.084, -0.571, 0.269], [0.635, 0.707, 1.321], [0.285, -2.247, 0.734], [-1.174, -0.574, 0.291], [0.185, -0.370, -0.768], [4.946, 4.338, 1.859], [5.490, 5.470, 0.571], [5.862, 4.603, 3.385], [3.960, 4.700, 2.147], [4.947, 3.349, 1.401], [0.617, -6.903, -3.131], [-1.145, -6.898, -2.765], [0.984, -6.889, -4.887], [0.990, -5.954, -2.746], [0.982, -7.791, -2.615], [3.367, -2.494, 5.225], [3.106, -0.877, 5.928], [2.005, -3.649, 5.588], [3.437, -2.315, 4.152], [4.311, -2.907, 5.579], [-6.194, -3.112, 2.359], [-5.917, -1.547, 1.840], [-4.654, -3.730, 3.038], [-6.934, -3.092, 3.160], [-6.484, -3.617, 1.438], [-1.354, -1.702, -7.362], [-0.712, -0.062, -7.923], [-0.659, -2.135, -5.824], [-2.432, -1.656, -7.210], [-1.103, -2.617, -7.900], [-1.621, 2.672, 6.504], [-2.786, 3.540, 5.410], [-2.412, 1.324, 7.243], [-0.721, 2.362, 5.974], [-1.436, 3.386, 7.307], [-3.765, 4.402, -1.359], [-3.200, 6.047, -1.815], [-4.040, 3.494, -2.834], [-3.000, 3.910, -0.758], [-4.710, 4.616, -0.859]], "mulliken_charge": [-0.243, -0.135, -0.157, 0.297, 0.240, -0.235, -0.147, -0.145, 0.244, 0.280, -0.207, -0.154, -0.150, 0.217, 0.295, -0.217, -0.154, -0.144, 0.231, 0.285, -0.236, -0.142, -0.152, 0.248, 0.282, -0.227, -0.125, -0.149, 0.253, 0.249, -0.262, -0.158, -0.127, 0.270, 0.277, -0.208, -0.165, -0.131, 0.265, 0.238, -0.202, -0.158, -0.135, 0.244, 0.251]}